No. 1
Computed, not measured: a cluster of 2 separate species, C7H6F2N2O3 in total at a distorted geometry, with ωB97M-V/def2-TZVPD.

Last column: Mulliken charge in e.
Geometry (Å):
F1 -0.904 -0.897 -3.537  -0.260
F2 -1.956 0.498 -2.281  -0.273
O1 0.280 0.604 -2.364  -0.335
O2 2.016 -2.115 -0.270  -0.583
O3 1.976 -1.415 -2.307  -0.559
N1 1.575 -1.449 -1.191  0.961
N2 0.414 -0.825 -0.846  -0.365
C1 0.894 0.908 2.330  -0.722
C2 -0.396 0.795 2.842  -0.266
C3 -0.792 0.359 -3.017  0.508
C4 -1.132 -0.310 0.847  -0.219
C5 1.192 0.418 1.080  -0.073
C6 -1.405 0.192 2.098  -0.714
C7 0.181 -0.230 0.333  0.722
H1 2.186 0.503 0.668  0.434
H2 -0.613 1.186 3.824  0.399
H3 1.663 1.388 2.917  0.369
H4 -0.891 1.067 -3.876  0.181
H5 -2.400 0.112 2.507  0.366
H6 -1.888 -0.789 0.245  0.428

Its energy above the lowest of the compared OMol25 structures with the same formula, charge and spin is 101.94 kJ/mol. As for the LUMO energy (spin up / spin down): -2.42 / -2.71 eV.

***

No. 2
Computed, not measured: a cluster of 3 separate species, C5H14O2 in total, with ωB97M-V/def2-TZVPD.

Last column: Mulliken charge in e.
Geometry (Å):
O1 -1.735 0.934 0.998  -0.586
O2 -0.317 -1.438 1.597  -0.621
C1 1.194 -1.172 -1.317  -1.279
C2 -2.870 0.613 0.226  -0.583
C3 0.618 1.219 -1.023  -1.576
C4 1.332 0.163 -0.657  1.317
C5 2.285 0.202 0.495  -1.211
H1 2.480 1.222 0.815  0.317
H2 0.743 2.182 -0.551  0.437
H3 1.849 -0.351 1.327  0.284
H4 -0.819 -0.612 1.549  0.402
H5 0.782 -1.871 -0.596  0.273
H6 -3.669 0.365 0.924  0.251
H7 -0.067 1.184 -1.856  0.377
H8 3.224 -0.277 0.232  0.372
H9 -3.186 1.462 -0.390  0.290
H10 -0.868 -2.060 2.076  0.273
H11 0.543 -1.123 -2.189  0.322
H12 2.162 -1.547 -1.632  0.383
H13 -1.002 1.153 0.397  0.307
H14 -2.678 -0.247 -0.424  0.251

Its energy above the lowest of the compared OMol25 structures with the same formula, charge and spin is 60.77 kJ/mol. As for the LUMO energy: 0.81 eV. Its SMILES is C=C(C)C.CO.O.

***

No. 3
Computed, not measured: the molecule C7H10N2S at a distorted geometry, with ωB97M-V/def2-TZVPD.

Last column: Mulliken charge in e.
Geometry (Å):
S1 0.950 -1.752 -2.299  -0.122
N1 0.456 0.274 0.592  -0.121
N2 -0.463 -3.449 -0.971  -0.601
C1 -0.811 -2.268 -0.467  -0.465
C2 -0.251 0.147 -0.600  -0.678
C3 0.230 2.794 0.534  -1.367
C4 0.385 -3.358 -1.912  -0.185
C5 -0.128 -1.275 -1.073  0.431
C6 0.762 1.583 1.178  0.202
C7 -0.071 0.550 1.793  -0.644
H1 0.513 -4.140 -2.566  0.487
H2 0.240 3.569 1.392  0.289
H3 0.210 0.691 -1.425  0.352
H4 -0.758 2.622 0.183  0.377
H5 -1.147 0.615 1.973  0.236
H6 0.243 0.064 2.660  0.279
H7 -1.640 -2.080 0.199  0.404
H8 0.780 3.281 -0.202  0.359
H9 1.797 1.696 1.505  0.340
H10 -1.296 0.436 -0.494  0.424

Its energy above the lowest of the compared OMol25 structures with the same formula, charge and spin is 200.85 kJ/mol. As for the LUMO energy: 0.79 eV. Its SMILES is C[C@H]1CN1Cc1cncs1.

***

No. 4
Computed, not measured: a cluster of 3 separate species, C4H15NO2 in total at a distorted geometry, with ωB97M-V/def2-TZVPD.

Last column: Mulliken charge in e.
Geometry (Å):
O1 2.048 2.311 -0.673  -0.659
O2 -0.893 2.757 -1.717  -0.629
N1 1.452 0.141 1.062  -0.597
C1 1.073 -0.893 0.100  -0.581
C2 -1.319 -1.320 0.857  -0.397
C3 -1.915 -0.657 -0.391  -1.076
C4 0.075 -1.915 0.655  -0.596
H1 0.482 -2.204 1.621  0.292
H2 -1.344 -0.601 1.680  0.307
H3 -0.066 3.182 -1.460  0.310
H4 1.986 -1.407 -0.186  0.410
H5 -1.533 3.459 -1.862  0.292
H6 -2.995 -0.585 -0.265  0.366
H7 2.104 -0.199 1.764  0.242
H8 -1.745 -1.265 -1.277  0.297
H9 0.668 -0.394 -0.783  0.256
H10 -1.554 0.362 -0.535  0.242
H11 0.010 -2.754 -0.044  0.319
H12 2.064 1.594 -0.003  0.405
H13 2.729 2.055 -1.305  0.294
H14 -1.967 -2.131 1.185  0.307
H15 0.640 0.464 1.576  0.197

Its energy above the lowest of the compared OMol25 structures with the same formula, charge and spin is 40.00 kJ/mol. As for the LUMO energy: 0.98 eV. Its SMILES is CCCCN.O.O.

***

No. 5
Computed, not measured: a structure of composition C5H9NOS at a distorted geometry, with ωB97M-V/def2-TZVPD.

Last column: Mulliken charge in e.
Geometry (Å):
S1 2.166 0.966 -1.891  -0.359
O1 -2.746 0.682 0.394  -0.635
N1 0.300 0.148 -0.262  0.124
C1 1.880 -1.616 -0.649  -0.950
C2 -1.411 0.797 0.745  0.215
C3 -0.461 1.390 -0.262  -0.905
C4 -0.601 -0.539 0.744  -0.729
C5 1.422 -0.162 -0.919  0.392
H1 -0.822 1.575 -1.293  0.351
H2 -0.030 -0.854 1.599  0.326
H3 1.263 -2.414 -1.146  0.237
H4 0.058 2.323 0.212  0.206
H5 -1.131 -1.353 0.239  0.292
H6 1.890 -1.736 0.467  0.260
H7 -1.350 1.334 1.679  0.430
H8 2.863 -1.615 -1.109  0.334
H9 -3.290 1.074 1.452  0.410

Its energy above the lowest of the compared OMol25 structures with the same formula, charge and spin is 308.05 kJ/mol. As for the LUMO energy: -0.14 eV.

***

No. 6
Computed, not measured: a structure of composition C8H9AsF3O4S at a distorted geometry, with ωB97M-V/def2-TZVPD.

Last column: Mulliken charge in e.
Geometry (Å):
As1 0.182 -1.802 -1.529  -0.486
S1 1.345 -3.124 0.100  0.784
F1 3.701 -2.679 -1.116  -0.239
F2 3.597 -1.847 0.859  -0.233
F3 3.776 -3.969 0.661  -0.228
O1 0.967 0.145 0.825  -0.502
O2 1.151 -4.534 -0.226  -0.671
O3 -0.805 -0.860 -0.166  -0.532
O4 0.767 -2.860 1.409  -0.621
C1 -2.174 1.532 1.158  -0.332
C2 -2.205 3.896 0.745  -0.392
C3 3.209 -2.886 0.106  0.640
C4 -0.174 0.154 0.384  0.320
C5 -0.999 3.822 0.080  -0.540
C6 -2.781 2.761 1.260  -0.425
C7 -0.958 1.458 0.515  0.446
C8 -0.394 2.589 -0.019  -0.374
H1 -2.635 0.655 1.599  0.409
H2 -0.855 -2.953 -1.512  0.133
H3 0.971 -2.617 -2.622  0.154
H4 0.563 2.507 -0.528  0.367
H5 1.286 -0.728 -1.583  0.138
H6 -2.684 4.866 0.853  0.348
H7 -3.733 2.896 1.770  0.344
H8 -0.620 -1.107 -2.678  0.126
H9 -0.498 4.685 -0.345  0.363

As for the LUMO energy: 3.05 eV. Its net charge is -1.

***

No. 7
Computed, not measured: a structure of composition C6H7N2O4S at a distorted geometry, with ωB97M-V/def2-TZVPD.

Last column: Mulliken charge in e.
Geometry (Å):
S1 0.610 -0.352 1.713  -0.313
O1 -2.495 -1.248 0.402  -0.651
O2 -2.265 1.104 1.004  -0.769
O3 2.930 1.113 -0.064  -0.526
O4 -0.943 -2.189 -0.950  -0.672
N1 0.231 0.090 -1.344  -0.752
N2 1.797 -2.323 0.092  -0.545
C1 -1.362 -1.235 -0.320  0.806
C2 -1.163 1.073 0.412  0.676
C3 1.780 -0.989 0.482  -0.359
C4 2.302 0.144 0.082  0.798
C5 -0.725 0.082 -0.505  0.202
C6 -0.557 2.491 0.255  -0.967
H1 0.939 -2.864 0.273  0.351
H2 -2.603 -0.254 0.822  0.428
H3 -1.111 3.334 0.804  0.324
H4 0.455 -0.731 -1.851  0.286
H5 -0.466 2.679 -0.894  0.253
H6 0.559 2.510 0.479  0.170
H7 2.087 -2.434 -0.893  0.260

Its energy above the lowest of the compared OMol25 structures with the same formula, charge and spin is 77.06 kJ/mol. As for the LUMO energy (spin up / spin down): 3.52 / 3.52 eV. Its net charge is -1.

***

No. 8
Computed, not measured: a cluster of 2 separate species, C3H11NOS2 in total at a distorted geometry, with ωB97M-V/def2-TZVPD.

Last column: Mulliken charge in e.
Geometry (Å):
S1 1.774 0.145 -0.749  -0.112
S2 2.645 -1.682 -0.409  -0.186
O1 0.200 -0.200 -4.079  -0.634
N1 -0.717 -0.895 2.045  -0.667
C1 0.883 0.529 0.777  -0.803
C2 -1.574 1.013 0.633  -1.614
C3 -0.531 -0.064 0.853  0.710
H1 -1.663 -0.782 2.414  0.259
H2 -2.597 0.648 0.499  0.390
H3 0.306 -0.522 -3.177  0.320
H4 -1.396 1.583 -0.251  0.424
H5 1.443 0.137 1.625  0.389
H6 -1.570 1.735 1.460  0.376
H7 -0.652 -0.748 0.007  0.086
H8 1.790 -2.430 -1.112  0.149
H9 0.916 1.616 0.843  0.344
H10 -0.180 -0.509 2.805  0.253
H11 0.921 0.427 -4.182  0.316

Its energy above the lowest of the compared OMol25 structures with the same formula, charge and spin is 21.24 kJ/mol. As for the LUMO energy: 0.50 eV. Its SMILES is C[C@H](N)CSS.O.

***

No. 9
Computed, not measured: a cluster of 2 separate species, C2H6OS in total at a distorted geometry, with ωB97M-V/def2-TZVPD.

Last column: Mulliken charge in e.
Geometry (Å):
S1 1.894 0.645 0.140  -0.170
O1 0.312 -1.551 0.161  -0.480
C1 0.394 -0.240 -0.413  -0.154
C2 -1.313 0.776 0.153  -0.757
H1 -2.143 0.511 -0.545  0.258
H2 0.408 -0.422 -1.464  0.311
H3 0.183 -1.583 1.106  0.322
H4 -1.432 0.299 1.073  0.277
H5 2.567 -0.280 -0.300  0.102
H6 -0.869 1.845 0.089  0.290

Its energy above the lowest of the compared OMol25 structures with the same formula, charge and spin is 189.28 kJ/mol. As for the LUMO energy: 0.90 eV.

***

No. 10
Computed, not measured: a structure of composition C4H10AgO2 at a distorted geometry, with ωB97M-V/def2-TZVPD.

Last column: Mulliken charge in e.
Geometry (Å):
Ag1 -2.805 0.371 -2.010  -0.277
O1 -0.840 1.600 -1.896  -0.389
O2 -1.561 0.116 0.012  -0.257
C1 0.145 1.152 -1.289  -0.188
C2 -2.135 -0.240 1.257  -0.723
C3 -0.327 0.752 0.065  0.272
C4 2.580 -1.194 -0.101  -0.750
H1 -3.196 0.037 1.212  0.239
H2 0.506 -0.049 0.406  -0.023
H3 -2.051 -1.328 1.388  0.263
H4 3.578 -0.778 0.080  0.258
H5 2.008 -0.396 -0.785  0.006
H6 2.700 -2.076 -0.744  0.256
H7 -0.251 1.590 0.780  0.389
H8 1.094 1.716 -1.341  0.382
H9 2.213 -1.554 0.868  0.217
H10 -1.657 0.280 2.098  0.324

Its energy above the lowest of the compared OMol25 structures with the same formula, charge and spin is 0.00 kJ/mol. The expectation value of S² is 0.7511. As for the LUMO energy (spin up / spin down): -0.63 / -0.61 eV. Its multiplicity is 2.

***

DFT total energy values, unit eV, following the record order: -21907.2043 -9506.3700 -21233.8319 -9976.6717 -19701.1107 -96456.5350 -28340.3799 -28497.3762 -15051.4700 -12399.3511.